The following is a DFT calculation (ωB97M-V/def2-TZVPD) of C36H65Cl32F3I3N3O11P2 as an isolated structure.

```
155
Properties=species:S:1:pos:R:3:forces:R:3:mulliken_charge:R:1
I -1.6952 -6.4809 -5.8905 -0.5601 -0.0274 0.9639 0.248
I -7.2587 -3.4409 -4.3430 0.7079 0.1630 0.0070 0.055
I -3.8517 -4.5230 -0.1054 0.4225 0.9665 -0.0160 0.175
Cl -4.0406 -1.3923 2.8615 -0.0261 0.0471 0.1612 -0.023
Cl 2.5693 5.2924 3.8912 0.0144 0.0860 0.0313 -0.071
Cl -1.6466 -9.3416 -7.1916 0.2570 -0.4621 -0.2595 -0.153
Cl -4.3515 -10.1501 -6.4603 0.0090 0.0161 -0.1059 -0.122
Cl 12.3820 -1.1224 7.1985 0.0368 -0.0683 0.0673 -0.143
Cl 3.3428 0.9996 8.1175 -0.2179 -0.0859 0.0946 -0.122
Cl -4.3648 -4.2566 3.3116 -0.0640 -0.1075 0.3015 -0.157
Cl -0.8752 2.8995 -2.0622 -0.0211 -0.0515 -0.0677 -0.114
Cl 1.8398 3.6799 -2.7835 0.0790 -0.0799 -0.0479 -0.140
Cl 1.9887 12.2251 -0.3452 0.0379 0.0620 -0.1226 -0.164
Cl 3.2863 6.8531 -4.7415 0.0798 -0.0999 -0.1312 -0.140
Cl 5.1897 7.4795 -2.6226 0.0308 -0.0557 0.0650 -0.158
Cl 6.1480 2.2267 6.8841 0.4817 0.0334 -0.1786 -0.056
Cl -0.2947 -4.0516 11.5410 0.0356 0.0914 0.0228 -0.168
Cl 1.8710 1.9364 4.4948 0.5955 0.4172 0.4245 0.225
Cl -0.6784 -2.7376 -10.0539 0.5799 0.3191 -0.5363 -0.143
Cl -0.0058 12.1834 2.3627 -0.1087 -0.0090 0.2007 -0.090
Cl -2.0437 14.2695 2.4117 0.0288 0.0599 -0.0553 -0.161
Cl 3.5910 3.8397 7.4711 -0.4155 0.1589 0.1570 -0.064
Cl 8.2938 0.2502 6.9412 0.0511 0.0369 -0.0403 -0.148
Cl -1.0871 -1.9410 7.2401 -0.1378 0.0236 -0.0220 -0.221
Cl 10.5056 -1.9752 5.1343 0.0179 -0.1542 -0.0413 -0.134
Cl 0.6615 8.5538 4.6411 -0.2189 0.1549 -0.1162 -0.145
Cl -0.0765 7.4759 7.2490 -0.0554 -0.0639 -0.0407 -0.153
Cl 1.9321 -1.4523 -10.2753 0.0838 -0.0658 0.0436 -0.164
Cl -1.3285 9.2323 -2.4011 -0.0125 0.1121 -0.0023 -0.173
Cl 2.7881 9.4462 -0.7325 0.0425 -0.0102 0.0651 -0.088
Cl 0.7049 7.1416 -2.4565 -0.0948 -0.0488 0.0127 -0.043
Cl 4.7066 6.4072 5.5673 0.0191 0.0582 -0.1038 -0.161
Cl 0.9176 -0.9048 5.3926 0.1238 -0.3959 0.3381 0.087
Cl 4.3480 1.7281 2.9647 0.1325 0.0000 0.0137 -0.185
Cl -2.4333 -5.1016 9.8575 -0.0602 0.0561 -0.0802 -0.158
P -0.3677 -0.7539 1.4045 2.6525 -1.5894 3.2364 0.173
P -2.3655 -0.9513 -2.8627 0.3998 6.5720 -0.8390 0.450
F -4.9197 -6.1925 -4.9244 1.6273 0.9254 3.2020 -0.158
F -3.2830 -8.0891 -3.4690 -0.0878 3.0043 1.6063 -0.236
F -4.2975 -3.8796 -6.6034 2.2730 -0.3252 -0.2040 -0.315
O -2.9991 -4.1372 -4.2995 1.0519 -0.3014 0.2929 1.138
O -0.3748 -3.7764 -2.4954 -0.1798 -0.6220 -0.3704 0.362
O -2.5013 -7.5114 -1.4284 -2.3855 3.2144 -5.2433 -0.496
O 1.2134 -4.7776 -6.2951 -5.4005 1.5519 4.3306 -0.534
O -2.4352 -1.2610 -4.5215 -0.2218 -0.5343 2.1580 -0.461
O 0.4485 0.2885 0.3212 -1.2840 -1.4572 2.2082 0.078
O -1.4520 0.1494 2.3621 1.8642 -0.2995 -1.6685 -0.211
O -3.1878 0.3673 -2.6684 1.5585 -4.0078 -0.1204 -0.780
O -0.7275 -0.4399 -2.5960 -2.5327 -1.3519 -0.3571 -0.274
O -5.8905 -6.2742 -2.8919 5.3540 1.3322 -3.1077 -0.493
O 0.6110 -1.4574 2.3981 -2.1960 1.8949 -2.9960 -0.634
N -2.6429 -2.2026 -1.7433 0.4073 0.2057 -1.3969 2.496
N -3.6400 -5.7615 -2.6944 0.5467 -2.6970 -3.5047 1.250
N -0.8142 -3.6053 -5.3872 2.5507 -5.0392 0.2111 -0.200
C -2.1086 -4.4088 -5.3424 -0.6989 1.5364 -2.6552 -1.115
C 1.7344 10.5501 0.1599 -0.1702 -0.1868 0.1803 -0.369
C -2.2690 -4.3444 -8.0672 -1.5840 0.7673 -1.0366 -1.323
C -1.3037 -4.8803 -2.4874 1.7483 -1.1540 0.8419 -1.928
C 7.7015 1.7389 6.1945 0.1393 0.1145 -0.1698 -0.349
C -0.7332 1.2061 3.0994 0.3950 1.6936 0.9847 0.476
C -5.0496 -2.6496 3.5838 -0.3037 0.0996 0.0368 -0.423
C -4.9754 -2.9304 -2.3104 -1.4454 -0.3693 0.8064 -1.063
C -1.2169 -2.1939 0.4649 -1.5119 1.0276 -0.0975 1.578
C 0.2652 3.1502 -3.3887 -0.1532 -0.0123 -0.2750 -0.344
C 1.0041 -4.2070 -2.4268 1.4046 0.3895 0.4875 -0.316
C 3.5531 6.7171 4.2589 0.0288 0.3150 -0.1328 -0.005
C 0.2002 8.7018 -3.1143 0.2330 0.0865 -0.2283 -0.344
C -3.0466 -7.0538 -2.4739 1.9416 -4.3002 4.2927 0.401
C 1.5058 -4.6508 -0.9638 0.2531 -0.4870 -0.0853 -1.032
C -3.4713 -3.3613 -2.0096 -1.3418 -1.2702 0.1928 -2.857
C -5.4495 -2.3144 -3.6840 -0.9811 1.5065 -0.6955 -0.199
C 1.8372 0.5081 0.7196 1.8836 0.0262 -0.3914 0.411
C -2.5076 -1.6454 -0.3897 1.7156 2.2985 1.5401 -1.377
C -2.8167 -4.5589 -2.9624 1.5101 1.5845 1.5290 0.970
C -3.2144 -9.9013 -7.7890 -0.3280 -0.0455 -0.1813 -0.285
C 4.2658 6.2024 -3.4228 -0.0118 -0.2321 0.0888 -0.028
C -0.5131 13.7427 1.7023 0.1067 0.2016 -0.2264 -0.314
C -6.0193 -0.7719 -3.5979 1.3535 0.0265 0.0774 -0.477
C -0.4441 7.4906 5.5206 -0.2606 -0.2562 -0.0142 -0.110
C -4.8182 -6.0203 -3.5234 -6.8606 -1.9782 1.7171 0.062
C 2.6140 2.6019 8.2756 -0.2838 0.0608 0.1578 -0.260
C 0.1301 -2.3533 6.0234 0.3046 -0.2206 -0.3405 -0.435
C 11.5248 -2.4925 6.4825 0.0154 -0.2309 0.0677 -0.275
C 3.6135 1.6515 4.5717 0.2706 -0.0184 0.2666 -0.125
C -2.8631 -3.7917 -6.6843 0.7742 1.0487 -0.1410 0.827
C -1.4189 1.5210 4.5408 0.3427 -0.7109 -0.1881 -0.779
C 2.7872 -0.6875 0.1758 0.3351 0.5039 0.7459 -0.650
C 1.0625 -2.9146 -9.7964 0.1984 -0.1388 0.0572 -0.012
C 0.1943 -4.4288 -5.6560 2.0938 2.7231 -4.0605 0.673
C -1.4425 -3.6899 10.2457 0.0450 0.1969 -0.1156 0.169
H 2.5319 2.8492 9.3334 0.1480 -0.0515 -0.1824 0.363
H -2.5107 -3.5238 -8.8659 0.2249 -1.6496 1.7948 0.262
H -0.4075 -2.6084 -0.2269 -1.2362 0.5722 0.9938 -1.232
H -3.0751 -10.8435 -8.3178 0.0797 0.1350 0.1992 0.325
H -2.0938 -2.8776 10.5665 0.0769 -0.2140 0.0340 0.265
H 0.8825 -2.9961 6.4791 -0.1377 0.1897 0.0246 0.330
H 1.1055 -5.6931 -0.6655 0.6309 1.6373 -0.5085 0.323
H -0.1323 3.9128 -4.0576 0.0910 -0.0293 0.2313 0.379
H 1.2664 -5.0508 -3.1708 -0.7213 1.0786 0.9785 0.286
H 0.2530 14.4855 1.9211 -0.1411 -0.1768 0.0783 0.312
H -2.2109 -0.5238 -0.5218 -0.8988 -1.8495 -0.0818 0.735
H -1.5779 -2.9335 1.2711 0.9393 1.1187 -1.2251 0.512
H -5.2960 -0.1383 -4.2489 -1.4481 -0.7964 1.1032 0.095
H -0.7902 -5.7040 -3.1333 -1.4325 1.0711 0.7268 0.515
H 3.2602 -1.2240 1.0777 -0.8423 0.6855 -1.4359 0.270
H -2.5505 1.3182 4.5098 1.7161 0.5319 -0.0012 0.269
H -0.3472 6.4783 5.1292 0.1491 0.1864 0.0749 0.090
H -0.6367 13.6467 0.6242 -0.0322 -0.0900 0.2146 0.267
H 1.2462 -3.1058 -8.7392 -0.0881 0.1266 -0.1412 0.049
H 7.5774 1.5732 5.1246 -0.0561 -0.0574 0.2093 0.215
H -1.4642 7.8455 5.3782 0.2347 0.0756 0.0593 0.316
H 3.6548 -0.2141 -0.4238 -1.4941 -0.9630 0.7106 0.319
H -3.6216 -9.1532 -8.4685 0.0973 -0.0356 0.2129 0.228
H 12.2541 -3.2149 6.1180 -0.0882 0.2202 -0.0049 0.302
H -0.9439 0.8092 5.3083 -0.9564 1.0767 -1.1410 0.113
H 1.9518 10.4645 1.2236 0.0701 0.0715 -0.2335 0.309
H -1.2485 -5.2989 -1.4029 -0.9040 0.5375 -1.8532 0.451
H 1.2303 -3.9222 -0.1230 0.3463 -0.9048 -1.3858 0.209
H 3.6082 5.7313 -2.6934 0.0394 0.2536 -0.1156 -0.031
H -0.7417 0.5038 -2.2835 -0.4444 -0.9845 -0.3514 -0.093
H -0.3550 -2.8787 5.2011 -0.0012 0.2206 0.0970 0.231
H 2.1793 1.4838 0.2192 -0.8792 -1.3691 0.6752 0.429
H -6.0428 -2.6078 3.1376 0.2214 -0.0635 -0.0251 0.300
H -1.1777 2.5971 4.9045 -0.5389 -1.7469 -0.9006 0.220
H -0.7121 2.1843 2.4804 -0.2452 -1.6754 0.7191 0.194
H 2.8918 7.5280 4.5623 0.1964 -0.3288 0.0306 -0.060
H -5.6877 -3.8152 -2.0627 1.4590 1.4323 -0.5305 0.832
H 1.6476 -3.2989 -2.7424 -1.3056 -1.3124 0.4548 0.272
H -5.1194 -2.4728 4.6565 0.1518 -0.0625 -0.1824 0.335
H 2.6653 -4.7116 -1.0015 -1.9793 0.0388 0.0605 0.372
H -1.1266 -4.4524 -8.0937 -1.9314 0.0182 0.3819 0.344
H 0.3912 2.2133 -3.9306 0.0357 0.1002 0.1964 0.289
H 4.0668 2.4112 5.2035 -0.1368 -0.0218 -0.2024 -0.087
H 4.9579 5.4645 -3.8268 -0.0817 0.2236 -0.0109 0.351
H -2.8189 -5.2884 -8.4611 1.1129 1.4454 1.0366 0.284
H 0.3660 0.9448 3.3194 -2.2582 -0.1868 -0.8396 -0.659
H -5.8958 -0.3619 -2.5238 -0.3872 -0.6753 -1.7885 0.210
H 4.1042 7.0044 3.3639 -0.0192 -0.1961 0.1575 0.281
H 10.8969 -2.9541 7.2438 0.0511 0.1953 -0.1258 0.250
H 3.7918 0.6638 4.9957 -0.1385 0.1122 -0.1395 0.402
H 0.0743 8.6074 -4.1923 -0.0704 -0.0730 0.2140 0.334
H 8.4285 2.5327 6.3628 -0.1417 -0.1636 0.0864 0.312
H -3.2351 -0.8328 -4.9288 0.9639 -0.2811 1.0936 0.356
H -7.0892 -0.6869 -3.9864 1.6786 -0.0439 0.6807 0.365
H -5.2474 -2.1518 -1.4846 0.6933 -1.2914 -1.3918 0.247
H 1.4245 -3.7525 -10.3911 -0.1181 0.2062 0.0057 0.299
H 2.1856 -1.4468 -0.4394 0.9498 1.2567 0.7840 -0.075
H -0.8898 -3.3903 9.3560 -0.0946 -0.1969 0.2546 -0.104
H -3.4625 -1.5731 0.2474 1.3632 -0.6060 -1.2346 -0.307
H -4.7692 -2.3502 -4.5897 -0.7215 -0.5056 1.4826 0.046
H 1.9902 0.6354 1.8477 -0.5836 -0.3072 -1.7200 -0.500
H 1.6229 2.5850 7.8227 0.2346 -0.0300 -0.0647 0.121
H 0.6961 10.2776 -0.0274 0.1805 0.0761 -0.0638 0.305
H 0.9688 9.4427 -2.8960 -0.1232 -0.1711 0.0837 0.215
H -2.6144 -2.6561 -6.6707 -0.4894 -1.9307 0.2656 0.086
```
Positions in Å, forces in eV/Å.

Total charge ... 0
ΔE to the lowest compared entry with this formula, charge and spin ... 159.3 kcal per mole
E ... -19003.92706 Ha